C32H62FInNO16 | wB97M-V/def2-TZVPD

## Properties
- DFT total energy (Ha) = -2805.0723
- net charge = -1
- max |F| (eV/Å) = 0.87
- gap between HOMO and LUMO (eV) = 6.0
- spin multiplicity = 1

XYZ file:
```
113
Properties=species:S:1:pos:R:3:mulliken_charge:R:1
C 5.2117 -3.5173 -1.5626 -0.904
C 5.4299 -4.1195 -2.9264 0.709
O 6.4623 -4.6911 -3.2023 -0.588
O 4.4067 -4.0423 -3.8134 -0.295
C 4.6173 -3.2145 -4.9749 -0.692
C 3.8286 -1.8978 -4.9809 -0.501
C 3.6895 -1.2243 -3.6221 0.213
C 2.8786 0.0885 -3.6755 -1.112
In 1.0902 -0.0636 -2.3439 0.908
C -0.4217 -1.2575 -3.5943 0.037
O -1.4325 -0.8655 -4.1197 -0.563
N -0.0298 -2.7186 -3.9082 -0.091
C -0.4700 -3.6390 -2.9702 0.385
O -1.5718 -3.8463 -2.5585 -0.534
F 0.5506 -4.3836 -2.4773 -0.194
H 4.2141 -3.1124 -1.4196 0.287
H 5.9686 -2.7425 -1.4295 0.252
H 5.3767 -4.3099 -0.8291 0.333
H 5.6846 -3.0327 -5.1226 0.385
H 4.2839 -3.8256 -5.8189 0.312
H 2.8494 -2.0577 -5.4404 0.253
H 4.4051 -1.2174 -5.6183 0.256
H 3.2467 -1.9224 -2.9120 -0.135
H 4.7041 -0.9982 -3.2608 0.224
H 2.5654 0.3086 -4.7020 0.405
H 3.4603 0.9420 -3.3240 0.222
H 1.5148 -1.1319 -0.9824 -0.406
H 0.3509 1.4443 -1.8520 -0.427
H -0.4066 -2.9523 -4.8231 0.290
O -0.4983 -2.0753 2.7833 -0.595
C -0.5991 -3.1487 2.2537 0.769
O -1.5530 -3.3374 1.3302 -0.381
C -1.7083 -4.5680 0.6051 -0.184
C -2.5514 -5.5480 1.3984 -0.954
C 0.2780 -4.3121 2.6682 -0.924
H -0.7405 -4.9752 0.3124 0.296
H -2.2165 -4.2977 -0.3140 0.246
H -2.0791 -5.8236 2.3432 0.276
H -2.7201 -6.4587 0.8222 0.391
H -3.5144 -5.1077 1.6348 0.171
H -0.1553 -4.7699 3.5569 0.242
H 1.2586 -3.9157 2.9192 0.310
H 0.4049 -5.0734 1.9039 0.303
O -5.2382 -6.0696 3.0274 -0.593
C -6.1756 -5.3182 3.0267 1.026
O -6.6023 -4.8397 1.8415 -0.397
C -7.7847 -4.0462 1.7039 -0.227
C -7.5191 -2.5799 1.9725 -1.045
C -6.8371 -4.8505 4.2996 -1.187
H -8.5886 -4.4426 2.3270 0.213
H -8.0871 -4.1849 0.6669 0.342
H -7.1944 -2.4120 2.9992 0.262
H -8.4226 -1.9946 1.7984 0.383
H -6.7319 -2.2147 1.3134 0.310
H -6.2605 -4.0230 4.7125 0.303
H -6.8235 -5.6722 5.0094 0.276
H -7.8698 -4.5423 4.1805 0.353
O 2.6947 2.4978 -1.0455 -0.441
C 3.4359 3.4332 -1.0927 0.688
O 4.7388 3.2229 -1.4220 -0.393
C 5.6394 4.2951 -1.6853 -0.568
C 6.2387 4.8645 -0.4152 -0.722
C 2.9819 4.8290 -0.7309 -1.000
H 5.1577 5.0658 -2.2899 0.349
H 6.4211 3.8536 -2.3036 0.391
H 5.4761 5.3016 0.2286 0.138
H 6.9675 5.6422 -0.6493 0.278
H 6.7361 4.0743 0.1496 0.354
H 3.0067 4.9311 0.3537 0.289
H 1.9558 4.9391 -1.0724 0.295
H 3.5663 5.6302 -1.1755 0.316
O 4.6652 7.7191 1.5834 -0.527
C 5.6673 8.2442 1.9780 0.786
O 6.8206 8.0155 1.3160 -0.349
C 8.0337 8.7182 1.5865 -0.430
C 8.8058 8.1051 2.7366 -0.983
C 5.6832 9.0958 3.2275 -1.055
H 7.8370 9.7808 1.7405 0.359
H 8.6098 8.6335 0.6665 0.338
H 8.2466 8.1569 3.6707 0.275
H 9.7545 8.6245 2.8757 0.370
H 9.0087 7.0543 2.5314 0.292
H 5.7622 8.4364 4.0908 0.265
H 4.7373 9.6280 3.2823 0.316
H 6.4874 9.8263 3.2651 0.352
O -9.5647 -6.0984 5.1336 -0.582
C -9.6866 -7.1987 4.6697 0.837
O -10.5458 -7.3708 3.6455 -0.375
C -10.6426 -8.5944 2.9100 -0.412
C -11.5577 -9.5954 3.5836 -0.965
C -8.9472 -8.3880 5.2367 -1.001
H -9.6509 -9.0048 2.7168 0.348
H -11.0551 -8.3018 1.9462 0.333
H -11.1788 -9.8938 4.5611 0.277
H -11.6579 -10.4894 2.9678 0.352
H -12.5457 -9.1595 3.7311 0.300
H -9.5030 -8.7601 6.0967 0.282
H -7.9710 -8.0484 5.5732 0.274
H -8.7959 -9.2016 4.5329 0.345
O 2.8347 7.1953 -4.3468 -0.540
C 2.0616 7.9858 -3.8851 0.824
O 1.7741 7.9188 -2.5702 -0.381
C 1.0205 8.9130 -1.8768 -0.413
C -0.4726 8.6934 -2.0089 -0.998
C 1.3594 9.0107 -4.7479 -1.069
H 1.3218 9.9141 -2.1924 0.345
H 1.3207 8.8051 -0.8358 0.346
H -0.8027 8.7745 -3.0446 0.282
H -1.0174 9.4294 -1.4164 0.370
H -0.7353 7.6964 -1.6565 0.308
H 0.4970 8.5339 -5.2122 0.266
H 2.0488 9.3200 -5.5291 0.310
H 1.0286 9.8981 -4.2140 0.343
```

=====

C32H64BF10NO9 | wB97M-V/def2-TZVPD

## Properties
- DFT total energy (Ha) = -3013.0344
- SMILES string = O=C1N[C@](CCC(F)(F)C(F)(F)C(F)(F)C(F)(F)F)(OB(O)O)C[C@@H]1CCF.CCOCC.CCOCC.CCOCC.CCOCC.CCOCC
- max |F| (eV/Å) = 5.10
- gap between HOMO and LUMO (eV) = 9.3
- spin multiplicity = 1

XYZ file:
```
117
Properties=species:S:1:pos:R:3:mulliken_charge:R:1
O -0.6728 -2.9921 3.4538 -0.565
C 0.4710 -3.4568 3.3615 0.139
N 1.7769 -2.7540 3.6320 -0.646
C 2.8564 -3.0525 2.6226 2.088
C 4.2946 -3.2464 3.2893 -1.179
C 5.4173 -2.2145 2.8731 -1.107
C 6.0093 -2.2749 1.4173 1.000
F 5.3096 -1.4761 0.4490 -0.289
F 7.3006 -1.6367 1.5226 -0.348
C 6.2633 -3.6869 0.7580 0.553
F 7.2108 -4.3672 1.5891 -0.334
F 5.1094 -4.5351 0.6860 -0.238
C 6.8574 -3.7022 -0.7267 0.377
F 7.7389 -4.8277 -0.7908 -0.279
F 7.5168 -2.5450 -1.1391 -0.250
C 5.7425 -4.0080 -1.8728 0.614
F 5.4605 -5.3668 -2.0190 -0.223
F 6.3701 -3.6160 -3.0940 -0.270
F 4.6081 -3.1910 -1.7633 -0.186
O 2.7164 -2.3570 1.3726 -0.526
B 2.2389 -1.0105 1.5307 0.745
O 2.6050 -0.0927 2.5655 -0.564
O 1.3324 -0.5278 0.4979 -0.389
C 2.3875 -4.5662 2.1845 -1.056
C 0.9740 -4.9032 2.9043 0.057
C -0.0188 -5.8649 2.1010 -0.862
C -0.5121 -5.2496 0.7033 -0.002
F -1.9274 -4.9640 0.7636 -0.338
H 2.0136 -3.2226 4.5308 0.446
H 4.1408 -3.1442 4.4285 0.440
H 4.7279 -4.3050 3.1577 0.158
H 6.2933 -2.3045 3.6156 0.204
H 5.0071 -1.1495 3.0429 0.361
H 1.7705 0.2407 2.9773 0.283
H 1.7084 -0.9178 -0.3302 0.199
H 2.4202 -4.6850 1.0425 0.236
H 3.0223 -5.4440 2.5348 0.406
H 1.0739 -5.4481 3.9190 0.230
H -0.9020 -6.2191 2.7349 0.410
H 0.5781 -6.8171 1.8411 0.344
H -0.3728 -6.0605 -0.0898 0.249
H 0.1086 -4.3162 0.4874 0.037
C 6.0354 -5.8993 8.0398 -1.181
C 5.8428 -5.6389 6.5552 -0.266
O 6.3399 -4.3765 6.1306 -0.353
C 7.7301 -4.1468 6.3250 -0.416
C 8.6168 -5.1414 5.5959 -0.924
H 5.5524 -5.1154 8.6310 0.315
H 5.6037 -6.8647 8.3158 0.400
H 7.0904 -5.9144 8.3177 0.277
H 4.7724 -5.6413 6.3339 0.285
H 6.2838 -6.4407 5.9549 0.357
H 7.9623 -4.1215 7.3946 0.360
H 7.9355 -3.1431 5.9418 0.356
H 8.4584 -6.1635 5.9447 0.273
H 9.6698 -4.8941 5.7487 0.406
H 8.4061 -5.1256 4.5228 0.143
C -3.6392 3.5167 0.3567 -1.116
C -2.1672 3.3061 0.0435 0.194
O -1.3688 3.0770 1.1960 -0.498
C -1.7049 1.9382 1.9765 -0.464
C -1.6128 0.6294 1.2102 -0.645
H -3.7673 4.3582 1.0439 0.297
H -4.1981 3.7231 -0.5596 0.378
H -4.0850 2.6391 0.8285 0.294
H -1.7770 4.2096 -0.4314 0.407
H -2.0303 2.4947 -0.6780 -0.221
H -2.6973 2.0655 2.4219 0.310
H -0.9953 1.9119 2.8088 0.330
H -2.3083 0.5982 0.3686 0.152
H -1.8435 -0.2129 1.8677 0.440
H -0.6056 0.4927 0.8071 0.130
C -2.9184 -0.6376 -5.8098 -1.290
C -2.8831 0.8427 -5.4682 -0.181
O -3.3835 1.1375 -4.1712 -0.400
C -2.7007 0.5324 -3.0808 -0.278
C -1.2345 0.9194 -2.9944 -0.827
H -3.9394 -1.0234 -5.7316 0.313
H -2.5571 -0.8017 -6.8284 0.416
H -2.2944 -1.2268 -5.1360 0.285
H -3.5173 1.3820 -6.1762 0.280
H -1.8740 1.2502 -5.5861 0.360
H -2.8201 -0.5555 -3.1180 0.332
H -3.2088 0.8666 -2.1715 0.262
H -0.6748 0.6029 -3.8768 0.411
H -0.7707 0.4579 -2.1189 0.098
H -1.1307 2.0051 -2.9135 0.275
C -6.5434 4.4149 -7.8746 -0.909
C -5.9610 5.6827 -7.2719 -0.324
O -5.9777 5.6955 -5.8515 -0.407
C -5.2501 4.6598 -5.2032 -0.162
C -3.7699 4.6560 -5.5426 -0.950
H -7.5731 4.2684 -7.5347 0.282
H -6.5383 4.4753 -8.9661 0.387
H -5.9756 3.5284 -7.5873 0.159
H -6.5624 6.5350 -7.5968 0.341
H -4.9462 5.8629 -7.6402 0.293
H -5.7064 3.6876 -5.4163 0.250
H -5.3648 4.8245 -4.1283 0.159
H -3.5943 4.4878 -6.6071 0.329
H -3.2554 3.8668 -4.9886 0.197
H -3.3166 5.6174 -5.2846 0.326
C -7.8180 7.1729 -0.0998 -1.055
C -6.3783 7.2021 0.3858 -0.352
O -5.4792 6.5001 -0.4611 -0.306
C -5.3820 6.9640 -1.8011 -0.034
C -4.9207 8.4069 -1.9113 -1.214
H -8.1659 6.1404 -0.2017 0.290
H -8.4684 7.6954 0.6065 0.395
H -7.9301 7.6526 -1.0735 0.255
H -6.3269 6.7163 1.3631 0.322
H -6.0339 8.2305 0.5339 0.314
H -6.3330 6.8124 -2.3223 0.291
H -4.6513 6.3213 -2.3007 0.110
H -5.6185 9.0974 -1.4339 0.299
H -4.8273 8.6961 -2.9608 0.391
H -3.9496 8.5352 -1.4252 0.320
```

=====

C32H64BrN3O10PS4 | wB97M-V/def2-TZVPD

## Properties
- DFT total energy (Ha) = -6682.0918
- net charge = +1
- max |F| (eV/Å) = 3.09
- gap between HOMO and LUMO (eV) = 6.7
- spin multiplicity = 1

XYZ file:
```
115
Properties=species:S:1:pos:R:3:mulliken_charge:R:1
C 9.1145 -3.8027 0.6878 -0.387
O 8.8642 -3.1351 -0.5569 -0.425
C 7.6432 -2.3680 -0.4711 -0.195
C 7.8582 -1.0031 -1.2589 -0.655
C 6.5000 -0.4814 -1.8735 -0.209
C 6.1590 1.0133 -1.4961 -0.718
C 4.8656 1.5457 -2.2638 -0.263
C 4.2210 2.6344 -1.3299 0.101
C 3.0045 3.4203 -1.9501 -0.880
C 1.7108 2.5146 -2.1074 -0.203
C 0.4416 3.0612 -1.3618 -0.751
C 0.4238 2.7457 0.1807 -0.909
C 0.5059 1.1818 0.5000 0.541
C 1.7517 1.0073 1.4727 -0.981
N 1.7432 -0.3050 2.2023 -0.209
C 0.8473 -1.1504 1.4767 -0.101
N 1.3066 -2.1756 0.8258 -0.114
P 3.0650 -2.5343 0.8402 0.293
S 3.6576 -3.4257 2.4538 -0.333
N -0.5647 -0.8503 1.4213 0.172
C -0.7971 0.5956 1.1665 -0.408
Br -0.9427 1.4686 2.9899 0.044
C -2.1431 0.9367 0.4206 -0.756
C -2.7831 -0.2349 -0.3808 0.437
C -3.2575 -1.4993 0.1608 -0.211
C -3.8716 -2.5498 -0.6668 -1.007
C -4.0668 -2.3305 -2.1134 0.832
C -4.7599 -3.4114 -3.0072 -1.222
C -3.6023 -1.0534 -2.6878 -0.937
C -2.9698 -0.0408 -1.8354 -0.283
H 8.2719 -4.5157 0.9046 0.288
H 10.0435 -4.4196 0.5463 0.296
H 9.2508 -3.0799 1.5446 -0.030
H 6.8447 -2.9912 -0.9684 0.276
H 7.3543 -2.1660 0.6033 0.187
H 8.3452 -0.2952 -0.5400 0.278
H 8.5789 -1.2554 -2.0833 0.327
H 5.6708 -1.1291 -1.4597 0.029
H 6.5536 -0.5267 -2.9959 0.241
H 7.0287 1.7124 -1.6606 0.338
H 5.9665 1.0207 -0.3836 0.244
H 4.1618 0.6754 -2.3531 0.237
H 5.1275 1.9309 -3.2854 0.355
H 3.8404 2.0905 -0.4196 -0.628
H 5.0103 3.3560 -0.9921 0.496
H 3.3230 3.7432 -2.9834 0.356
H 2.7294 4.3440 -1.3791 0.399
H 1.4611 2.4982 -3.2083 0.414
H 1.9961 1.4614 -1.8435 0.026
H -0.5278 2.6621 -1.7863 0.033
H 0.4249 4.1780 -1.5172 0.465
H -0.5597 3.1049 0.5988 0.429
H 1.2255 3.3164 0.7333 0.494
H 0.6878 0.6849 -0.4973 0.271
H 2.7254 1.0562 0.9080 -0.235
H 1.7861 1.8547 2.2114 0.639
H 1.4027 -0.1598 3.1620 0.375
H 0.6160 -2.7304 0.3024 0.378
H 3.3911 -3.2932 -0.3325 0.172
H 3.8085 -1.3169 0.7251 0.102
H -0.9186 -1.0531 2.3695 0.474
H -2.0263 1.7977 -0.2959 0.318
H -2.9098 1.2835 1.1680 0.547
H -3.1519 -1.7179 1.2511 0.292
H -4.2016 -3.5249 -0.2242 0.345
H -5.5447 -3.9000 -2.3607 0.360
H -5.3401 -2.8441 -3.7919 0.324
H -4.0590 -4.1508 -3.4602 0.342
H -3.7538 -0.8502 -3.7796 0.315
H -2.6593 0.9153 -2.3145 0.251
O -6.9102 0.3669 -4.9596 -0.661
S -7.7466 0.2020 -3.8051 1.183
O -8.9702 -0.5421 -3.8540 -0.615
O -8.0365 1.6540 -3.1657 -0.196
C -8.6395 2.6584 -3.9993 -0.432
C -10.1099 2.3841 -4.2579 -0.820
C -6.7672 -0.4397 -2.4835 -0.441
H -8.0865 2.7519 -4.9373 0.372
H -8.5420 3.6066 -3.4681 0.273
H -10.2463 1.4702 -4.8374 0.308
H -10.5627 3.2040 -4.8173 0.409
H -10.6492 2.2542 -3.3199 0.108
H -5.8476 0.1336 -2.4087 0.148
H -6.5444 -1.4780 -2.7157 0.076
H -7.3411 -0.3832 -1.5585 0.278
O 8.6843 -0.8180 2.7245 -0.549
S 8.5260 -1.1594 4.1112 1.155
O 7.9832 -0.2319 5.0582 -0.628
O 9.9216 -1.7205 4.6676 -0.281
C 11.0853 -0.8862 4.5578 -0.314
C 11.0544 0.2651 5.5456 -0.999
C 7.6130 -2.6667 4.2248 -0.843
H 11.1969 -0.5249 3.5323 0.284
H 11.9470 -1.5192 4.7736 0.287
H 10.2362 0.9523 5.3274 0.300
H 11.9855 0.8323 5.5066 0.394
H 10.9041 -0.1036 6.5619 0.263
H 8.0334 -3.3936 3.5327 0.242
H 6.5809 -2.4440 3.9552 0.305
H 7.6572 -3.0308 5.2494 0.371
O -11.9334 -0.0765 0.5521 -0.661
S -10.5495 0.2952 0.5451 1.210
O -9.5051 -0.6796 0.6829 -0.608
O -10.3230 1.4609 1.6293 -0.272
C -10.7003 1.2069 2.9894 -0.364
C -9.7378 0.2573 3.6784 -0.978
C -10.2196 1.2571 -0.8979 -1.089
H -11.7258 0.8319 3.0343 0.337
H -10.6841 2.1683 3.5048 0.270
H -9.7666 -0.7339 3.2245 0.303
H -9.9920 0.1482 4.7340 0.385
H -8.7118 0.6214 3.5946 0.252
H -10.9841 2.0245 -1.0003 0.422
H -10.2457 0.5851 -1.7558 0.378
H -9.2299 1.6997 -0.8062 0.353
```

=====

C32H64N4O9PS | wB97M-V/def2-TZVPD

## Properties
- DFT total energy (Ha) = -2892.7943
- net charge = +1
- max |F| (eV/Å) = 5.34
- gap between HOMO and LUMO (eV) = 8.1
- spin multiplicity = 1

XYZ file:
```
111
Properties=species:S:1:pos:R:3:mulliken_charge:R:1
C 0.7731 -3.4187 5.2171 -0.453
C 2.3447 -3.2325 4.8181 -0.550
C 2.7653 -3.5301 3.2867 -0.825
C 2.1007 -2.6021 2.1083 0.684
C 2.1336 -0.9980 2.3442 -0.664
C 3.3931 -0.2883 1.4989 0.016
O 3.3134 -0.4901 0.0474 0.093
C 4.3740 0.2213 -0.6828 0.355
C 5.9063 -0.1726 -0.2478 -1.034
N 0.9225 -0.1823 2.0500 1.334
C 0.4700 0.7207 3.1536 -0.687
C 1.6201 1.7825 3.7326 -0.381
C 1.4109 3.3247 3.1802 -0.766
C 2.5556 3.8241 2.1137 -0.471
C 1.7955 4.3333 0.7379 -0.665
O 1.9398 3.2686 -0.2671 -0.167
C 1.0837 3.7125 -1.4005 -0.434
C -0.3183 2.8146 -1.3339 0.037
C -0.1743 -0.8922 1.3102 -1.557
N -1.4734 -0.3984 1.1242 0.815
C -2.5747 -1.2046 0.4086 -0.027
C -4.0736 -0.6012 0.8415 0.097
C -4.4746 0.7755 0.0450 -0.858
C -4.2229 -0.3061 2.4451 -1.014
N 0.0399 -2.2491 0.6881 1.166
P 0.4445 -2.2616 -1.0099 -0.266
N 2.0335 -2.9127 -1.4378 -0.481
O 0.6296 -0.5264 -1.3922 0.005
C 0.6689 -3.2380 1.5887 -0.308
C 0.7512 -4.7890 1.0632 -0.657
S -0.2278 -5.9032 2.2342 -0.158
C -2.0487 -5.4160 2.1893 -0.410
C -2.5350 -4.4993 3.4626 -0.155
H 0.1701 -2.5797 4.6193 -0.097
H 0.6619 -3.1080 6.3614 0.346
H 0.3664 -4.5016 5.0072 0.194
H 2.9515 -4.0034 5.5002 0.395
H 2.7353 -2.1638 5.1779 0.205
H 2.6397 -4.7027 3.1034 0.300
H 3.9431 -3.3490 3.2036 0.318
H 2.8387 -2.7834 1.1818 -0.017
H 2.4537 -0.8272 3.4820 -0.010
H 4.3645 -0.6912 2.0131 0.386
H 3.4097 0.8956 1.6541 -0.688
H 4.2607 -0.1044 -1.8260 -0.194
H 4.2182 1.4032 -0.6895 0.152
H 6.0788 -1.3473 -0.1216 0.243
H 6.6952 0.1642 -1.0630 0.365
H 6.2567 0.3497 0.7671 0.245
H 0.0339 0.0458 4.0351 0.200
H -0.4249 1.4564 2.8767 0.134
H 2.7132 1.3807 3.6549 0.246
H 1.3871 1.8352 4.9038 0.396
H 0.3305 3.5119 2.7732 0.331
H 1.5269 4.0314 4.1356 0.372
H 3.4225 3.0592 1.9310 0.154
H 3.0749 4.7989 2.5670 0.406
H 2.3281 5.3542 0.4248 0.243
H 0.6605 4.5930 0.8823 0.402
H 0.7626 4.8420 -1.3302 0.412
H 1.6744 3.4742 -2.3870 0.014
H -0.5331 2.4060 -0.2364 -0.209
H -1.2205 3.4452 -1.7372 0.294
H -0.1550 1.9211 -2.0995 0.048
H -1.7591 0.5411 1.4634 0.239
H -2.5861 -2.3223 0.8292 -0.217
H -2.4861 -1.1537 -0.7583 0.291
H -4.8917 -1.4134 0.5663 0.357
H -3.5388 1.4643 -0.0999 0.116
H -4.9384 0.4689 -0.9966 0.196
H -5.2907 1.4151 0.6319 0.336
H -3.5247 0.5730 2.8436 0.215
H -5.3281 0.0363 2.7323 0.371
H -3.9853 -1.2455 3.1375 0.155
H 2.4331 -3.6022 -0.7838 0.338
H 2.7102 -2.2167 -1.8041 0.194
H 1.5014 -0.4071 -1.9125 0.018
H -0.0205 -3.2867 2.5646 -0.205
H 0.2872 -4.9670 -0.0125 0.352
H 1.8669 -5.2053 0.9886 0.428
H -2.7195 -6.4020 2.2207 0.411
H -2.2924 -4.7766 1.2125 0.191
H -1.7024 -4.2898 4.2580 -0.021
H -3.4318 -5.0151 4.0578 0.340
H -2.9612 -3.4305 3.1473 -0.254
C -8.0312 2.7396 -3.5169 -1.411
C -6.6723 3.0260 -4.1215 0.502
C -6.0565 1.8488 -4.8156 -0.498
O -4.6723 2.1394 -4.7317 -0.287
C -4.5087 2.9075 -3.6119 0.629
O -3.4289 3.1937 -3.1220 -0.575
O -5.7162 3.3103 -3.1132 -0.323
H -8.3378 3.5596 -2.8589 0.355
H -8.7884 2.6104 -4.2960 0.379
H -8.0093 1.8349 -2.8995 0.327
H -6.7313 3.8999 -4.7821 0.278
H -6.3725 1.7635 -5.8590 0.315
H -6.2396 0.8953 -4.3071 0.289
C 2.6165 0.6630 -4.2496 -0.970
C 3.0371 1.5469 -5.4055 0.435
C 1.8904 2.0820 -6.2090 -0.504
O 2.4880 2.3089 -7.4734 -0.322
C 3.5221 1.4194 -7.5743 0.582
O 4.1477 1.2004 -8.5983 -0.541
O 3.7600 0.8066 -6.3756 -0.367
H 3.4844 0.1442 -3.8291 0.265
H 2.1393 1.2503 -3.4595 0.034
H 1.9165 -0.1137 -4.5769 0.395
H 3.6893 2.3520 -5.0451 0.303
H 1.4869 3.0116 -5.7981 0.292
H 1.0730 1.3633 -6.3384 0.365
```